Formula: C3H10N2O2
Source: OMol25
Level of theory: ωB97M-V/def2-TZVPD

Summary:
- LUMO energy (eV) = 0.377
- energy above the lowest of the compared OMol25 structures with the same formula, charge and spin (eV) = 4.388
- frontier orbital gap (eV) = 8.4
- charge = 0
- DFT total energy (Ha) = -380.1754

Last column: natural (NBO) charge in e.
Cartesian coordinates (Å):
C: -3.0327 0.4649 1.0400  -0.230
O: -2.4853 -0.1722 -0.0751  -0.808
O: -0.1606 0.0566 0.1824  -0.674
H: -1.3599 -0.4502 0.0854  0.499
H: -2.7390 -0.0170 1.9836  0.141
H: -2.7409 1.5222 1.0990  0.138
H: -4.1251 0.4182 0.9599  0.156
C: 2.0288 -0.8810 0.9489  -0.414
N: 0.9646 0.7557 -2.1349  -0.775
C: 1.7294 0.0903 -1.2392  0.307
N: 1.2417 -0.2832 -0.1051  -0.048
H: -0.0132 0.8192 -1.8725  0.450
H: 1.2531 0.8162 -3.0961  0.406
H: 2.7828 -0.0424 -1.4576  0.199
H: 1.5853 -1.8376 1.2268  0.224
H: 3.0634 -1.0317 0.6307  0.203
H: 2.0076 -0.2281 1.8235  0.225

Formula: C2H2O3
Source: OMol25
Level of theory: ωB97M-V/def2-TZVPD

Summary:
- multiplicity = 3
- LUMO energy (alpha / beta) (eV) = 0.970 / -2.772
- energy above the lowest of the compared OMol25 structures with the same formula, charge and spin (eV) = 5.918
- frontier orbital gap (alpha / beta) (eV) = 7.1 / 8.5
- charge = 0
- DFT total energy (Ha) = -302.7842

Last column: Löwdin spin population.
Cartesian coordinates (Å):
C: 0.9121 -0.3441 0.5885  0.611
C: -0.8516 0.4434 -0.0280  0.376
O: 1.8141 0.3624 0.6359  0.693
O: -1.5180 -0.4571 -0.7221  0.107
O: -2.0784 0.0614 0.4705  0.068
H: 1.0088 -1.4478 0.6218  0.106
H: -0.7774 1.4185 -0.3914  0.039

Formula: C35H52AsO2P3Pt
Source: OMol25
Level of theory: ωB97M-V/def2-TZVPD

Summary:
- multiplicity = 5
- LUMO energy (alpha / beta) (eV) = -10.688 / -14.899
- energy above the lowest of the compared OMol25 structures with the same formula, charge and spin (eV) = 0.000
- frontier orbital gap (alpha / beta) (eV) = 7.0 / 2.7
- charge = +4
- DFT total energy (Ha) = -4892.8907

Last column: Löwdin spin population.
Cartesian coordinates (Å):
Pt: -0.0980 1.4429 0.8368  0.548
P: 2.0432 1.9602 -0.0126  0.312
P: 0.3219 0.6161 2.8998  0.110
P: -0.9726 3.5640 1.3317  0.194
H: -6.0409 1.7617 -4.9367  0.000
C: -5.6776 2.7974 -4.9079  0.024
C: -4.5684 3.1945 -5.5406  0.041
H: -3.9393 2.5096 -6.1110  0.002
C: 2.6579 0.7247 -1.1779  0.034
C: 3.3000 2.1079 1.3021  0.083
C: 1.9681 3.5250 -0.9274  0.041
C: -1.1760 -0.0662 3.6665  0.035
C: 1.5162 -0.7682 2.9236  0.035
C: 1.0254 1.8073 4.0925  0.003
C: -1.6008 4.5976 -0.0292  0.041
C: 0.1884 4.6761 2.2172  0.031
C: -2.4011 3.4008 2.4545  0.034
H: -6.3240 3.5266 -4.4041  0.000
H: -4.2965 4.2536 -5.5685  0.001
H: 1.8098 0.2475 -1.6823  0.004
H: 3.2267 -0.0472 -0.6458  0.000
H: 3.3077 1.2201 -1.9117  0.008
H: 3.4722 1.1347 1.7789  0.000
H: 2.9993 2.8435 2.0594  0.000
H: 4.2261 2.4386 0.8158  0.021
H: 1.1910 3.4443 -1.7031  0.000
H: 2.9507 3.6688 -1.3969  0.012
H: 1.7419 4.3705 -0.2628  0.000
H: -0.9945 -0.2437 4.7347  0.006
H: -1.4269 -1.0223 3.1844  0.000
H: -2.0111 0.6364 3.5510  0.002
H: 2.0316 -0.8072 3.8934  0.005
H: 2.2510 -0.6475 2.1189  0.002
H: 0.9689 -1.7064 2.7608  0.000
H: 0.3530 1.8697 4.9543  0.000
H: 1.1560 2.8052 3.6577  0.000
H: 1.9919 1.4292 4.4477  0.000
H: -1.8355 5.6003 0.3593  0.009
H: -2.5071 4.1519 -0.4582  0.003
H: -0.8379 4.6843 -0.8135  0.001
H: -0.0598 5.7150 1.9573  0.006
H: 1.2299 4.4833 1.9289  0.002
H: 0.0825 4.5481 3.3012  0.000
H: -2.9626 4.3469 2.4821  0.007
H: -2.0697 3.1401 3.4700  0.000
H: -3.0556 2.5993 2.0867  0.005
C: -1.5730 1.6432 -1.9136  0.138
C: -2.7143 1.0031 -1.3604  0.169
C: -3.9374 1.6419 -1.5047  0.054
C: -4.0220 2.8117 -2.2719  0.286
C: -2.9432 3.1948 -3.0956  0.018
C: -1.7495 2.5140 -3.0284  0.107
O: -0.4087 1.6608 -1.3341  0.233
H: -1.6726 1.0226 0.8509  0.218
H: -2.5708 0.1169 -0.7385  0.012
H: -4.8358 1.2682 -0.9968  -0.002
H: -4.9635 3.3562 -2.3552  0.007
H: -3.0501 3.9581 -3.8683  -0.002
H: -0.8811 2.7739 -3.6347  0.004
O: 0.2766 -1.1626 -0.0487  0.083
As: 0.9345 -2.7137 -0.1480  0.018
C: 0.0457 -3.6305 -1.5979  0.277
C: 0.6394 -4.7480 -2.2005  0.049
C: -0.0888 -5.4827 -3.1469  0.101
C: -1.3947 -5.0926 -3.4816  0.318
C: -1.9580 -3.9401 -2.9121  0.093
C: -1.2212 -3.1879 -1.9884  0.067
C: 2.8600 -2.6194 -0.3828  0.004
C: 3.3753 -2.6032 -1.6861  0.002
C: 4.7584 -2.5301 -1.8739  0.000
C: 5.6160 -2.5003 -0.7686  0.001
C: 5.0949 -2.5342 0.5289  0.001
C: 3.7124 -2.6158 0.7286  0.001
C: 0.5002 -3.7756 1.4460  0.029
C: 1.3231 -4.8427 1.8316  0.008
C: 0.9278 -5.6648 2.8963  0.003
C: -0.2885 -5.4386 3.5523  0.017
C: -1.1129 -4.3822 3.1509  0.002
C: -0.7331 -3.5638 2.0776  0.010
H: 1.6548 -5.0415 -1.9464  -0.001
H: 0.3750 -6.3576 -3.6183  0.001
H: -1.9752 -5.6841 -4.2010  0.011
H: -2.9693 -3.6410 -3.1932  0.001
H: -1.6125 -2.2673 -1.5697  0.000
H: 2.7007 -2.6547 -2.5389  0.001
H: 5.1660 -2.5128 -2.8850  0.000
H: 6.7004 -2.4665 -0.9173  0.000
H: 5.7600 -2.5228 1.3945  0.000
H: 3.3127 -2.7132 1.7364  0.000
H: 2.2527 -5.0494 1.2966  0.000
H: 1.5810 -6.4902 3.1980  0.000
H: -0.5963 -6.0912 4.3712  0.001
H: -2.0559 -4.2028 3.6656  0.000
H: -1.3947 -2.7761 1.7049  0.000

Formula: C5H11NOS
Source: OMol25
Level of theory: ωB97M-V/def2-TZVPD

Summary:
- multiplicity = 2
- LUMO energy (alpha / beta) (eV) = 3.275 / 3.471
- energy above the lowest of the compared OMol25 structures with the same formula, charge and spin (eV) = 0.353
- frontier orbital gap (alpha / beta) (eV) = 2.4 / 9.2
- charge = -1
- DFT total energy (Ha) = -725.2470

Last column: Löwdin spin population.
Cartesian coordinates (Å):
C: -0.0306 -0.0063 1.1063  0.023
C: -0.6838 -0.7821 -0.0631  0.050
C: -2.1722 -1.0101 0.0868  0.059
S: -3.1953 -1.1241 -1.4398  0.292
C: 1.4878 -0.1582 1.0422  0.021
N: 2.1889 0.4028 0.0030  0.010
C: 1.6122 1.5221 -0.7466  0.231
O: 2.0790 -0.7922 1.9048  0.004
H: -0.2932 1.0476 1.0168  0.022
H: -0.4190 -0.4431 2.0212  0.000
H: -0.5000 -0.2064 -0.9678  0.027
H: -0.0582 -1.6668 -0.1316  0.005
H: -2.2966 -1.8306 0.7957  0.003
H: -2.7365 -0.2074 0.5590  0.010
H: -2.5569 -0.2403 -2.1945  0.084
H: 3.1684 0.1758 -0.0609  0.011
H: 1.3583 2.3891 -0.1468  0.035
H: 2.3704 1.6382 -1.5217  0.047
H: 0.6773 1.2920 -1.2630  0.066

Formula: C15H12Br2N3O4PtS3
Source: OMol25
Level of theory: ωB97M-V/def2-TZVPD

Summary:
- multiplicity = 3
- LUMO energy (alpha / beta) (eV) = 2.242 / 1.964
- frontier orbital gap (alpha / beta) (eV) = 5.2 / 6.2
- charge = -1
- DFT total energy (Ha) = -7505.9842

Last column: Löwdin spin population.
Cartesian coordinates (Å):
Pt: 11.2199 12.2732 4.6766  1.150
Br: 7.9166 8.0987 3.8720  -0.001
C: 9.7499 8.3904 4.1976  -0.001
C: 10.4257 7.1885 4.1795  0.002
C: 11.7535 7.1966 4.5104  -0.007
Br: 12.5878 5.5438 4.4351  -0.001
C: 12.5540 8.3147 4.8009  0.001
C: 13.9086 8.3058 5.1470  -0.012
C: 14.5395 9.4926 5.3656  0.004
C: 13.8558 10.7178 5.3093  -0.006
N: 12.5106 10.7074 5.0596  0.068
C: 11.8647 9.4972 4.7906  0.004
C: 10.4946 9.5935 4.3937  0.014
O: 9.9635 10.7336 4.1376  0.105
H: 9.8599 6.2844 3.9713  0.001
H: 14.3989 7.3522 5.3186  -0.001
H: 15.6112 9.5210 5.6164  0.001
H: 14.2472 11.7367 5.4086  0.001
C: 6.6761 15.1363 5.4669  0.001
C: 7.1845 13.8458 5.9902  0.006
C: 6.3583 12.7504 6.0776  0.021
C: 6.9125 11.5440 6.5946  0.012
N: 8.1252 11.5065 7.0886  0.019
C: 8.9347 12.5223 6.9032  0.049
S: 10.5735 12.2092 7.1810  0.047
N: 8.4894 13.7631 6.4031  0.034
C: 6.1224 10.2948 6.5684  0.001
H: 7.1919 15.4362 4.5717  0.001
H: 6.8270 15.9685 6.2085  0.000
H: 5.6135 15.0373 5.2169  0.000
H: 5.3643 12.7273 5.6808  0.002
H: 9.1968 14.5048 6.3200  0.001
H: 5.1045 10.4258 6.9893  0.001
H: 6.6810 9.4381 7.0180  0.000
H: 5.9434 9.9834 5.5369  0.000
O: 12.7090 13.6205 5.6408  0.149
S: 11.9127 14.8478 5.1179  0.007
O: 12.8626 15.8349 4.5840  0.017
O: 10.9421 15.3614 6.0830  0.016
S: 10.8372 13.9934 3.5718  0.294

Formula: CH3NOS2
Source: OMol25
Level of theory: ωB97M-V/def2-TZVPD

Summary:
- LUMO energy (alpha / beta) (eV) = -1.370 / -1.370
- energy above the lowest of the compared OMol25 structures with the same formula, charge and spin (eV) = 0.927
- SMILES = NSSC=O
- frontier orbital gap (alpha / beta) (eV) = 8.0 / 8.0
- charge = 0
- DFT total energy (Ha) = -966.2147

Last column: natural (NBO) charge in e.
Cartesian coordinates (Å):
N: -1.8476 0.9267 0.1490  -0.975
S: -1.4716 -0.6207 -0.1326  0.392
S: 0.8066 -1.0897 1.0554  0.004
C: 1.8525 -0.7734 -0.2554  0.178
O: 3.0406 -0.7837 -0.1460  -0.547
H: -1.2849 1.7382 -0.2025  0.412
H: -2.6145 1.0752 0.8180  0.402
H: 1.5189 -0.4725 -1.2860  0.134